Below is a cluster of 9 separate species, C36H39Br4F5N2O4 in total at a distorted geometry, with properties calculated with wB97M-V/def2-TZVPD.

As for the total charge: 0. Its SMILES is C[N+](=O)[O-].C[N+](=O)[O-].Fc1ccccc1.Fc1ccccc1.Fc1ccccc1.Fc1ccccc1.Fc1ccccc1.BrCCBr.BrCCBr. For the HOMO-LUMO gap, the calculation gives 9.052 eV. The LUMO energy comes out at 0.03 eV.

Last column: Mulliken charge in e.
Atoms and positions in Å:
1 H 5.178 -2.403 4.729  0.438
2 H -1.218 6.854 -0.720  0.412
3 H -0.032 -3.470 -4.672  0.087
4 H 3.255 -5.226 -8.394  0.408
5 H 1.022 -2.792 6.150  0.210
6 N -0.796 -3.097 -2.769  1.054
7 F -5.891 0.969 -0.681  -0.381
8 C -3.004 5.873 -1.320  -0.496
9 C 3.222 0.383 2.892  0.197
10 O -0.820 0.276 -4.977  -0.551
11 C 2.602 -3.216 -8.000  0.466
12 H 2.654 1.048 2.256  0.400
13 Br -1.875 -3.439 3.747  -0.069
14 F 6.282 -1.522 2.587  -0.330
15 H 2.030 4.903 3.161  0.428
16 H 0.853 0.629 0.273  0.061
17 C -0.102 -3.647 4.508  -0.091
18 H -0.162 2.990 6.268  0.458
19 H -0.946 2.729 -4.539  0.340
20 H -4.680 4.741 -1.944  0.440
21 C -3.979 -0.244 -0.057  -0.363
22 C 1.843 -0.914 -0.824  -0.559
23 C -5.106 0.470 0.303  0.463
24 C 0.674 -0.402 -0.042  -0.174
25 H -1.420 -2.319 -4.604  0.259
26 H 1.862 -1.320 -7.419  0.417
27 Br 0.537 -1.476 1.569  -0.084
28 C 5.116 -1.071 3.081  0.357
29 C 1.341 4.124 3.463  -0.896
30 F 2.579 -2.902 -9.307  -0.316
31 C -1.155 4.716 -0.331  -0.366
32 C 2.813 -3.833 -5.328  -0.676
33 H -6.264 1.332 1.943  0.423
34 C -0.399 2.158 4.287  -0.337
35 H -3.709 -0.378 -1.095  0.471
36 H 1.726 0.073 4.477  0.340
37 H 2.902 -4.088 -4.279  0.398
38 C 2.688 -0.177 4.042  -0.447
39 C 3.111 -4.797 -6.290  -0.236
40 O -1.878 0.289 -3.095  -0.404
41 C 0.862 3.207 2.554  -0.463
42 Br -0.896 -3.882 7.263  -0.124
43 H -0.477 -1.934 5.737  0.231
44 H -2.309 -1.332 0.617  0.455
45 C 2.300 -2.606 -5.715  0.080
46 F -1.186 1.154 4.718  -0.326
47 H -2.823 -0.886 3.062  0.369
48 H 1.925 -1.909 -4.978  0.348
49 C 4.463 -0.050 2.420  -0.806
50 C 3.003 -4.492 -7.640  -0.541
51 N -1.141 0.786 -3.923  0.938
52 H 1.778 -1.985 -0.972  0.532
53 C -3.486 -0.570 2.266  -0.698
54 O 0.207 -3.571 -2.278  -0.586
55 C -1.712 5.895 -0.792  -0.648
56 O -1.659 -2.527 -2.133  -0.523
57 H 1.219 3.264 1.534  0.717
58 H -4.861 0.280 3.646  0.392
59 C 4.601 -1.638 4.225  -0.646
60 H -0.277 -0.372 -0.566  0.148
61 H 4.796 0.322 1.459  0.453
62 C -3.159 3.508 -0.997  -0.051
63 C 2.253 -2.265 -7.059  -0.718
64 H 2.969 -1.673 5.586  0.396
65 C -0.999 -3.243 -4.233  -0.603
66 H -0.908 2.622 -2.744  0.101
67 Br 1.750 -0.183 -2.667  -0.228
68 C -3.716 4.688 -1.459  -0.614
69 H -3.718 2.584 -0.918  0.293
70 H 3.422 -5.787 -5.984  0.376
71 C -1.926 3.571 -0.378  0.229
72 H 2.807 -0.571 -0.478  0.324
73 C -4.601 0.207 2.596  -0.536
74 C 0.085 3.055 5.217  -0.469
75 C -5.454 0.694 1.613  -0.725
76 C -0.011 -2.909 5.837  -0.448
77 C 3.376 -1.185 4.711  -0.398
78 C 0.954 4.050 4.795  -0.480
79 H -1.591 -4.149 -4.355  0.321
80 H 0.603 -3.175 3.822  -0.123
81 H 1.293 4.768 5.530  0.392
82 H 0.122 -4.704 4.589  0.443
83 H -0.156 4.696 0.082  0.324
84 H -0.346 1.445 2.286  0.259
85 H -3.455 6.797 -1.666  0.362
86 C 0.001 2.207 2.973  0.721
87 F -1.444 2.455 0.209  0.124
88 C -0.636 2.145 -3.675  -0.661
89 C -3.149 -0.726 0.932  0.082
90 H 0.450 2.097 -3.718  0.253

***

Below is a cluster of 3 separate species, C5H15NO2 in total at a distorted geometry, with properties calculated with wB97M-V/def2-TZVPD.

As for the total charge: 0. Its SMILES is CC/C=C(/C)N.O.O. For the HOMO-LUMO gap, the calculation gives 8.499 eV. The energy above the lowest of the compared OMol25 structures with the same formula, charge and spin is 171.0 kJ/mol. The LUMO energy comes out at 0.63 eV.

Last column: natural (NBO) charge in e.
Atoms and positions in Å:
1 H -1.199 -2.432 -0.132  0.199
2 C 2.068 -1.813 -0.554  -0.599
3 H 1.876 -1.830 -1.626  0.213
4 C -0.433 -1.684 0.053  -0.302
5 H -1.467 0.985 -1.412  0.181
6 H 0.939 0.279 0.841  0.381
7 H 1.175 -2.531 1.364  0.210
8 C -1.888 0.132 -0.872  -0.647
9 O 2.167 2.913 4.162  -0.922
10 O -3.430 2.311 -2.835  -0.941
11 H 2.935 -2.439 -0.323  0.208
12 H -2.621 1.964 -2.436  0.469
13 H 0.805 -3.318 -0.063  0.210
14 H -2.108 -0.541 -1.702  0.232
15 H 2.335 3.842 3.946  0.461
16 C 0.916 -2.305 0.325  -0.448
17 H 0.098 1.479 -0.032  0.373
18 H 2.394 -0.794 -0.301  0.183
19 H -2.896 0.272 -0.484  0.233
20 C -0.763 -0.395 -0.023  0.186
21 H -3.940 2.737 -2.142  0.471
22 H 2.980 2.562 3.772  0.460
23 N 0.059 0.607 0.473  -0.811

***

Below is an isolated molecule of C5H9NSi at a distorted geometry, with properties calculated with wB97M-V/def2-TZVPD.

As for the total charge: 0. Its SMILES is C/N=C/[C@H]1C=C1[SiH3]. For the HOMO-LUMO gap, the calculation gives 9.806 eV. The energy above the lowest of the compared OMol25 structures with the same formula, charge and spin is 361.1 kJ/mol. The LUMO energy comes out at 0.77 eV.

Last column: natural (NBO) charge in e.
Atoms and positions in Å:
1 H 4.087 -0.072 -0.918  0.204
2 H -1.202 -2.304 1.735  0.246
3 C 3.186 0.325 -0.503  -0.433
4 H 2.773 1.283 -1.113  0.190
5 Si -3.067 0.477 -0.414  0.851
6 H -0.331 -1.866 -0.969  0.198
7 H -2.541 1.781 -0.884  -0.163
8 C 0.981 -0.314 -0.135  0.109
9 N 2.116 -0.580 -0.668  -0.417
10 H -3.719 0.068 -1.689  -0.138
11 C -1.187 -1.493 1.014  -0.132
12 H 0.798 0.416 0.662  0.133
13 C -0.251 -1.132 -0.219  -0.296
14 H -3.986 0.828 0.592  -0.162
15 H 3.380 0.803 0.449  0.186
16 C -1.602 -0.551 0.250  -0.375

***

Below is a cluster of 4 separate species, C27H29NO4S in total, with properties calculated with wB97M-V/def2-TZVPD.

As for the total charge: 0. Its SMILES is CC[C@]1(c2cccnc2)COS(=O)(=O)O1.c1ccccc1.c1ccccc1.c1ccccc1. For the HOMO-LUMO gap, the calculation gives 9.463 eV. The LUMO energy comes out at 0.37 eV.

Last column: natural (NBO) charge in e.
Atoms and positions in Å:
1 H -2.705 -4.518 2.051  0.218
2 C 1.051 0.303 -3.657  0.061
3 H 3.942 3.604 4.577  0.211
4 H 1.452 3.750 -6.082  0.226
5 C -2.252 -2.629 -0.656  -0.168
6 C 1.894 2.505 -2.840  0.217
7 H 1.132 -3.187 3.396  0.214
8 H 2.317 4.444 -1.991  0.202
9 C 2.542 3.067 3.045  -0.215
10 N 0.172 -0.676 -3.819  -0.402
11 C -1.767 -4.719 2.554  -0.217
12 C -3.680 -4.557 -0.799  -0.219
13 H 2.867 4.012 -4.018  0.213
14 O 2.261 3.039 -0.524  -0.698
15 H 0.941 2.704 1.667  0.216
16 H 0.674 3.856 -1.563  0.206
17 C 0.338 4.004 3.263  -0.218
18 C 1.707 3.574 -1.742  -0.085
19 H -1.732 -1.341 -3.375  0.205
20 O 4.320 1.712 -0.245  -0.890
21 C 2.023 4.506 4.902  -0.219
22 H -1.266 -2.185 -0.723  0.212
23 C 0.389 -3.969 3.309  -0.215
24 C 2.931 3.715 4.209  -0.200
25 C -0.816 -3.715 2.669  -0.203
26 C -1.024 -0.525 -3.255  0.039
27 H -3.214 -0.788 -0.121  0.209
28 H 0.372 2.676 -5.201  0.220
29 H -3.808 -5.617 -0.978  0.215
30 H 3.250 2.449 2.506  0.221
31 H -2.252 -6.764 2.983  0.210
32 C -1.512 -5.979 3.077  -0.217
33 S 3.011 1.658 -0.783  2.563
34 C 2.269 3.113 -4.197  -0.402
35 H 1.582 -5.427 4.335  0.211
36 C 1.083 3.495 -5.085  -0.618
37 O 2.131 0.595 -0.439  -0.907
38 C -2.419 -3.986 -0.895  -0.217
39 H 0.552 4.373 -4.704  0.206
40 C -3.347 -1.845 -0.319  -0.242
41 C 0.643 -5.229 3.835  -0.215
42 C 1.245 3.212 2.572  -0.212
43 H 0.018 5.265 4.970  0.210
44 H -5.462 -1.803 0.038  0.213
45 H -0.729 2.503 -1.817  0.210
46 C -4.609 -2.415 -0.226  -0.216
47 H -1.563 -4.600 -1.147  0.219
48 H 2.327 5.009 5.810  0.211
49 H -0.673 4.118 2.894  0.207
50 C -0.466 1.616 -2.382  -0.158
51 H -1.014 -2.734 2.255  0.213
52 C -4.776 -3.772 -0.467  -0.216
53 C -0.307 -6.234 3.719  -0.214
54 H -2.378 0.654 -2.094  0.225
55 C -1.389 0.597 -2.535  -0.252
56 H 2.923 2.411 -4.719  0.231
57 H -5.759 -4.218 -0.391  0.214
58 O 3.118 1.836 -2.353  -0.700
59 H -0.109 -7.217 4.127  0.210
60 C 0.790 1.471 -2.948  -0.111
61 C 0.726 4.650 4.429  -0.215
62 H 2.032 0.153 -4.102  0.199

***

Below is a structure of composition C38H40Br2N6O2S2V at a distorted geometry, with properties calculated with wB97M-V/def2-TZVPD.

As for the total charge: +2. For the HOMO-LUMO gap (alpha / beta), the calculation gives 4.773 / 6.337 eV. The energy above the lowest of the compared OMol25 structures with the same formula, charge and spin is 51.7 kJ/mol. The LUMO energy (alpha / beta) comes out at -8.12 / -6.60 eV. Its spin multiplicity is 2.

Last column: Löwdin spin population.
Atoms and positions in Å:
1 C 4.894 -1.272 2.110  -0.002
2 H -2.617 2.809 -3.650  0.000
3 H -3.932 3.597 -2.637  0.000
4 H -3.731 -5.182 1.333  0.001
5 C 0.386 -0.558 -2.682  -0.007
6 H -0.160 3.939 -5.021  0.000
7 C -2.206 2.303 2.646  0.002
8 N 1.435 0.838 1.393  -0.016
9 C 0.099 3.752 3.377  -0.005
10 H -0.654 1.699 -4.023  0.000
11 H 5.792 -1.804 2.420  0.000
12 H 1.373 -1.215 -4.455  0.000
13 C -3.100 -4.336 1.589  0.011
14 H 3.745 2.550 -5.988  0.000
15 S 0.716 0.626 -1.453  -0.074
16 C -2.191 -2.882 3.322  0.004
17 H -3.276 3.866 3.699  -0.001
18 H -6.135 -0.114 -0.739  0.000
19 N 0.974 -0.396 -3.925  -0.002
20 C -3.386 2.689 -2.828  0.000
21 N -0.197 -1.692 -2.414  -0.002
22 C -5.551 2.249 -1.016  0.000
23 N -2.665 2.271 -1.598  0.002
24 Br -3.600 -5.258 4.058  -0.023
25 H 1.003 4.138 3.849  -0.001
26 H -0.508 -1.880 -1.441  0.001
27 C -2.557 -3.525 0.550  -0.046
28 C -3.170 1.317 -0.751  0.003
29 C 3.581 0.715 2.347  -0.001
30 H -4.962 -0.359 0.542  0.000
31 H 6.064 -3.775 1.592  0.000
32 C -1.549 -2.171 2.250  0.005
33 C 5.737 -2.424 -0.707  0.000
34 H -4.511 -0.857 -1.139  0.000
35 H 4.338 -4.159 2.071  0.000
36 H 6.460 -1.854 -0.152  0.000
37 H 5.329 -1.775 -1.454  0.000
38 C 1.482 2.001 2.115  0.007
39 C 0.304 1.913 -4.479  -0.001
40 C 4.103 -1.716 1.007  0.001
41 C 2.924 -1.016 0.721  -0.001
42 V -0.677 0.228 0.899  1.387
43 H -1.933 4.046 -1.023  0.000
44 C 1.191 0.842 -4.497  -0.002
45 C 3.392 -3.474 -0.582  0.000
46 C -2.133 -2.330 4.652  -0.019
47 C 1.873 3.428 -5.502  0.000
48 O -2.432 0.689 0.069  0.013
49 H 5.085 -4.972 0.677  0.000
50 H -6.144 2.041 -2.008  0.000
51 N -4.523 1.211 -0.748  0.005
52 C -0.954 1.871 2.157  -0.084
53 Br -3.109 -3.962 -1.168  -0.014
54 H -0.789 3.205 -2.052  0.000
55 H 2.212 -1.358 -0.089  0.000
56 S 3.037 2.234 2.895  0.008
57 C -1.529 3.056 -1.212  0.001
58 C 2.643 0.184 1.454  0.000
59 C 2.760 2.362 -5.578  0.000
60 H 0.215 -0.028 3.947  -0.001
61 C 2.448 1.099 -5.159  0.000
62 C 4.575 -2.929 0.228  0.000
63 C -1.193 -1.327 4.936  0.003
64 H 3.820 -4.323 -1.124  0.000
65 C -1.170 4.213 3.686  0.010
66 C 0.207 2.607 2.572  -0.005
67 C -2.808 -4.087 2.929  -0.050
68 C 0.615 3.179 -4.992  0.000
69 H 2.123 4.412 -5.868  0.000
70 C 4.649 -0.057 2.735  0.001
71 C -0.510 -0.794 3.858  -0.013
72 H 5.290 0.300 3.590  0.000
73 C -2.316 3.490 3.387  -0.005
74 H -3.075 1.650 2.343  -0.001
75 H 2.567 -3.911 -0.006  0.000
76 H -4.063 1.854 -3.122  0.000
77 N -0.843 -1.040 2.522  -0.009
78 H 3.164 0.242 -5.153  0.000
79 O -0.860 -1.734 0.075  -0.084
80 C 5.039 -4.042 1.237  0.000
81 H -5.215 3.297 -1.000  0.000
82 C -5.054 -0.127 -0.538  0.000
83 H -1.138 -0.842 5.917  0.000
84 H -1.088 2.712 -0.297  0.000
85 H -2.761 -2.744 5.417  -0.001
86 H 3.018 -2.786 -1.345  0.000
87 H -0.608 -2.197 -3.210  0.000
88 H -1.338 5.090 4.238  0.001
89 H 6.189 -3.243 -1.239  0.000
90 H -6.314 2.246 -0.189  0.000
91 C -1.621 -2.529 0.846  0.003

***

Which of these has the highest total charge? C38H40Br2N6O2S2V

***

What is the total charge in the second record? 0